Here is 2 unconnected molecules or ions with the total composition C5H12N2O from the OMol25 dataset. Energies are from ωB97M-V with the def2-TZVPD basis set.

HOMO energy	-0.341	Ha
DFT total energy	-10405.295	eV
ΔE to the lowest compared entry with this formula, charge and spin	3.129	eV
LUMO level	0.97	eV
orbital gap	0.3770	hartree
SMILES string	C=CN=C.NCCO

```
! wB97M-V def2-TZVPD RIJCOSX def2/J DEFGRID3
* xyz 0 1
C 1.38196 0.60927 1.80238
O 1.18089 -0.78376 2.07936
C -0.00764 1.19587 1.60165
N 0.10388 2.64186 1.34761
H 1.87772 1.06712 2.65899
H 1.94889 0.72800 0.87601
H 2.04055 -1.19524 2.15462
H -0.46034 0.65478 0.76639
H -0.57266 0.99404 2.51116
H -0.79857 3.06992 1.51016
H 0.27520 2.75876 0.35612
C -0.66787 -0.35114 -2.35956
C 0.64202 -0.57829 -2.48189
C -1.65792 -2.15293 -1.37124
N -1.48248 -0.89988 -1.34923
H -1.15682 0.38517 -2.98764
H 1.12187 -1.20058 -1.73755
H 1.20281 -0.08215 -3.25802
H -2.37468 -2.56260 -0.66336
H -1.19740 -2.81385 -2.10872
*
```